(1)
Formula: C2H2O4Y
Source: OMol25
Level of theory: ωB97M-V/def2-TZVPD

Last column: Mulliken spin population.
Cartesian coordinates (Å):
O (1.972, -2.521, 0.238)  0.0015
C (1.950, -1.434, -0.312)  -0.0093
O (2.818, -0.750, -0.826)  -0.0011
O (0.384, -0.770, -0.352)  -0.1065
C (0.175, 0.507, -1.008)  0.0001
O (-1.149, 0.802, -0.894)  0.0006
Y (-1.876, -0.881, 0.188)  1.1166
H (0.507, 0.408, -2.062)  -0.0008
H (0.829, 1.255, -0.511)  -0.0012

Values from the calculation:
* spin multiplicity: 2
* Kohn-Sham gap (spin up / spin down): 6.46 / 7.59 eV
* expectation value of S²: 0.75
* LUMO (spin up / spin down): -0.0454 / -0.0646 Ha



(2)
Formula: C2H2OS
Source: OMol25
Level of theory: ωB97M-V/def2-TZVPD

Last column: Löwdin charge in e.
Cartesian coordinates (Å):
O (-1.903, -0.779, 0.078)  0.0372
C (-0.592, -0.651, 0.128)  -0.2549
C (0.593, -0.726, -0.219)  -0.4489
S (2.321, -0.379, 0.001)  0.7067
H (-2.030, -1.528, -0.562)  0.1491
H (2.168, 0.580, 0.831)  -0.1893

Values from the calculation:
* Kohn-Sham gap: 8.74 eV
* LUMO: 0.0075 Ha
* energy relative to the best compared isomer or geometry (same formula, charge and spin): 176.1 kJ/mol



| no. | maximum force (eV/Å) |
| --- | --- |
| 1 | 3.762 |
| 2 | 2.795 |